Here is C24H37Cl2FeN3O2PS2 as an isolated structure from OMol25. Energies are from ωB97M-V with the def2-TZVPD basis set.

ORCA input file:
```
! wB97M-V def2-TZVPD RIJCOSX def2/J DEFGRID3
* xyz 1 5
Fe -1.6067 0.2928 -0.3155
Cl -3.0648 -0.4155 1.5327
C -4.6810 -0.1933 0.8448
C -5.7231 -0.6378 1.6350
C -7.0187 -0.4906 1.1693
C -7.2321 0.0978 -0.0673
C -6.1603 0.5299 -0.8288
Cl -6.5075 1.2563 -2.3605
C -4.8227 0.4030 -0.4080
S -3.5156 0.9556 -1.4321
H -5.5200 -1.0868 2.5957
H -7.8542 -0.8279 1.7652
H -8.2324 0.2296 -0.4534
S 2.8349 -0.7589 -1.0593
C 4.1845 -1.6956 -0.8674
N 5.4378 -1.1215 -0.9148
C 6.5874 -1.8100 -0.7744
C 6.5359 -3.1533 -0.5604
C 5.2468 -3.7193 -0.5107
N 4.1330 -3.0453 -0.6581
H 5.4547 -0.1236 -1.0774
H 7.5013 -1.2379 -0.8439
H 7.4263 -3.7467 -0.4413
H 5.1412 -4.7862 -0.3480
C -0.3201 4.7862 1.4515
C -1.1132 3.7035 0.7169
C -2.3728 3.3297 1.4989
P -0.1694 2.1942 0.2235
C 1.0706 1.6840 1.4942
C 2.3139 2.5600 1.6402
C 0.3952 1.4262 2.8381
C 0.7683 2.5869 -1.3150
C -0.1038 2.2645 -2.5281
C 1.3229 4.0074 -1.4208
H -0.9508 5.6668 1.5833
H 0.5769 5.0957 0.9202
H -0.0284 4.4503 2.4470
H -1.4385 4.0997 -0.2545
H -2.1313 2.8539 2.4500
H -3.0157 2.6610 0.9249
H -2.9416 4.2342 1.7194
H 1.3949 0.7132 1.0950
H 2.0712 3.5683 1.9750
H 2.8665 2.6313 0.7038
H 2.9800 2.1185 2.3840
H 0.0830 2.3556 3.3138
H 1.0953 0.9324 3.5135
H -0.4831 0.7857 2.7383
H 1.6076 1.8811 -1.2925
H -1.0026 2.8848 -2.5507
H -0.4169 1.2169 -2.5509
H 0.4539 2.4614 -3.4453
H 0.5150 4.7392 -1.4632
H 1.8931 4.1052 -2.3456
H 1.9785 4.2719 -0.5935
O -0.9433 -1.1884 -1.6683
C -0.3494 -1.8663 -0.8034
O -0.2976 -1.5402 0.4089
C 0.3060 -3.1718 -1.2195
N 1.2125 -3.5971 -0.0992
C 0.9614 -5.0476 0.2015
C 0.1579 -5.5501 -0.9911
C -0.6729 -4.3345 -1.3853
H 0.9069 -3.0091 -2.1113
H 0.9607 -2.9755 0.6881
H 2.2046 -3.4125 -0.3462
H 0.3942 -5.1025 1.1287
H 1.9176 -5.5465 0.3417
H -0.4482 -6.4147 -0.7299
H 0.8259 -5.8415 -1.8031
H -1.5187 -4.2094 -0.7051
H -1.0612 -4.3768 -2.3992
*
```

The HOMO energy (spin up / spin down) is -0.347 / -0.353 Eh. The calculated total energy is -124442.932 eV. As for the relative energy (zero: lowest compared OMol25 entry of this formula, charge and spin): 0.0 kcal/mol. The value obtained for the lowest unoccupied orbital energy (spin up / spin down) is -3.4 / -3.4 eV. The orbital gap (spin up / spin down) is 0.2237 / 0.2301 Ha.